# C3H5N

The molecule C3H5N at a distorted geometry (ωB97M-V/def2-TZVPD, the Open Molecules 2025 dataset).

Values from the calculation:
highest occupied orbital energy (spin up / spin down) = -0.337 / -0.313 hartree
gap between HOMO and LUMO (spin up / spin down) = 9.238 / 8.563 eV
F_max = 1.715 eV/Å
LUMO energy (spin up / spin down) = 0.06 / 0.04 eV
relative energy (zero: lowest compared OMol25 entry of this formula, charge and spin) = 345.34 kJ/mol

Positions of all 9 atoms, in Å:
C 0.757 1.265 1.207
C 0.775 0.586 -0.076
C 0.020 -0.667 -0.138
N -0.305 1.925 1.180
H 1.279 0.754 2.024
H 0.904 1.160 -0.950
H 0.263 -1.154 -1.065
H -1.048 -0.413 -0.057
H 0.303 -1.246 0.699

Forces on atoms 1 to 6 (eV/Å):
C -0.7 -0.9 1.3
C -0.9 1.2 -0.1
C -0.2 0.7 -0.5
N 1.5 -0.4 -0.7
H 0.2 0.9 0.6
H 0.2 0.6 -0.9

=====

# C3H5N

The molecule C3H5N at a distorted geometry (ωB97M-V/def2-TZVPD, the Open Molecules 2025 dataset).

Values from the calculation:
SMILES = C#CCN
highest occupied orbital energy = -0.348 hartree
gap between HOMO and LUMO = 10.463 eV
F_max = 3.500 eV/Å
LUMO energy = 1.00 eV
relative energy (zero: lowest compared OMol25 entry of this formula, charge and spin) = 202.81 kJ/mol

Positions of all 9 atoms, in Å:
C 0.833 -0.070 -2.055
C 0.516 0.030 -0.861
C 0.206 -0.110 0.591
N -1.233 -0.058 0.931
H 1.202 -0.047 -3.066
H 0.866 0.608 1.078
H 0.655 -1.092 0.919
H -1.703 0.711 0.507
H -1.343 0.027 1.957

Forces on atoms 1 to 6 (eV/Å):
C -0.7 0.6 3.4
C 0.5 -1.0 -3.0
C 0.6 -0.7 -0.4
N 1.0 -0.7 1.1
H -0.3 0.0 0.4
H -0.3 0.5 0.3

=====

# C3H5N

A structure of composition C3H5N at a distorted geometry (ωB97M-V/def2-TZVPD, the Open Molecules 2025 dataset).

Values from the calculation:
highest occupied orbital energy = -0.345 hartree
gap between HOMO and LUMO = 10.445 eV
F_max = 3.933 eV/Å
LUMO energy = 1.05 eV
relative energy (zero: lowest compared OMol25 entry of this formula, charge and spin) = 211.11 kJ/mol

Positions of all 9 atoms, in Å:
C 0.905 0.817 -0.108
C -0.675 0.472 0.086
C -0.072 -0.931 -0.083
N 1.313 -0.365 0.150
H 1.309 1.813 -0.236
H -0.924 0.601 1.218
H -1.420 0.674 -0.657
H -0.196 -1.714 0.685
H -0.241 -1.368 -1.054

Forces on atoms 1 to 6 (eV/Å):
C -3.8 -0.2 1.1
C 2.1 -0.3 1.3
C 1.3 -0.6 2.3
N 0.5 0.0 -1.9
H 0.9 -0.2 0.2
H 0.0 0.2 -2.3

=====

# C3H5N2

The ion C3H5N2 with charge +1 at a distorted geometry (ωB97M-V/def2-TZVPD, the Open Molecules 2025 dataset).

Values from the calculation:
SMILES = N#[N+]C1CC1
highest occupied orbital energy = -0.626 hartree
gap between HOMO and LUMO = 11.210 eV
F_max = 4.304 eV/Å
LUMO energy = -5.82 eV
relative energy (zero: lowest compared OMol25 entry of this formula, charge and spin) = 369.23 kJ/mol
charge = +1

Positions of all 10 atoms, in Å:
N -3.224 -0.109 -0.226
N -2.171 0.072 0.080
C -0.939 0.060 0.592
C 0.034 -0.760 -0.318
C 0.203 0.739 -0.213
H -0.769 0.125 1.728
H -0.211 -1.306 -1.286
H 0.784 -1.275 0.326
H 1.012 1.203 0.507
H -0.173 1.188 -1.123

Forces on atoms 1 to 6 (eV/Å):
N 2.0 0.7 0.3
N -4.2 -0.7 -0.2
C 3.5 -0.1 1.2
C 2.0 0.0 1.0
C 0.2 -0.6 0.5
H -1.1 -0.5 -1.9

=====

# C3H5N2

The ion C3H5N2 with charge +1 at a distorted geometry (ωB97M-V/def2-TZVPD, the Open Molecules 2025 dataset).

Values from the calculation:
SMILES = C1=NC[NH+]=C1
highest occupied orbital energy = -0.618 hartree
gap between HOMO and LUMO = 9.119 eV
F_max = 3.917 eV/Å
LUMO energy = -7.70 eV
relative energy (zero: lowest compared OMol25 entry of this formula, charge and spin) = 341.70 kJ/mol
charge = +1

Positions of all 10 atoms, in Å:
C 0.874 -0.751 0.504
N -0.230 -1.344 0.181
C -1.104 -0.234 -0.056
N -0.251 0.983 -0.454
C 0.962 0.602 0.060
H 1.696 -1.236 1.010
H -1.956 -0.392 -0.720
H -1.540 0.153 0.879
H -0.276 0.961 -1.473
H 1.824 1.257 0.069

Forces on atoms 1 to 6 (eV/Å):
C 1.2 -1.2 0.5
N -0.1 1.7 1.7
C -0.8 1.3 -1.3
N 1.5 -3.4 1.2
C -2.1 1.2 -1.1
H 0.1 -0.3 -0.3

=====

# C3H5N2

A cluster of 2 separate species, C3H5N2 in total at a distorted geometry (ωB97M-V/def2-TZVPD, the Open Molecules 2025 dataset).

Values from the calculation:
highest occupied orbital energy = -0.563 hartree
gap between HOMO and LUMO = 8.819 eV
F_max = 4.123 eV/Å
LUMO energy = -6.50 eV
relative energy (zero: lowest compared OMol25 entry of this formula, charge and spin) = 703.02 kJ/mol
charge = +1

Positions of all 10 atoms, in Å:
C -1.964 0.659 -0.618
C -2.063 -0.049 0.345
C 0.803 -0.641 0.621
N 2.546 0.189 -0.785
N 1.664 -0.093 -0.026
H -1.966 1.477 -1.168
H 2.825 1.122 -0.928
H -2.255 -0.884 0.888
H 0.720 -1.408 1.381
H -0.310 -0.373 0.291

Forces on atoms 1 to 6 (eV/Å):
C -0.3 -2.1 2.6
C -0.1 0.8 -1.7
C -3.7 -0.5 -0.1
N -2.2 -2.5 -0.3
N 2.9 0.6 -0.8
H 0.2 3.1 -2.7